Computed, not measured: C3H11CuN2 as an isolated structure in a non-equilibrium geometry, with wB97M-V/def2-TZVPD.

```
17
Properties=species:S:1:pos:R:3:forces:R:3:mulliken_charge:R:1
C 0.129917 2.588784 -1.024062 2.913 -0.120 -0.168 -0.7503
Cu -0.086630 0.646634 -0.907428 -0.325 -1.299 -0.125 -1.6124
N -2.146834 0.121177 -0.436907 -0.296 0.855 1.651 -0.8377
H 1.108209 1.676318 -0.656097 -2.168 0.952 0.340 0.1383
H 0.727542 -0.282289 -1.891010 -0.028 -0.031 -1.315 -0.0152
H 1.018900 2.749213 -1.615595 0.019 1.708 -0.864 0.3183
H -0.164386 3.475632 -0.467461 0.085 -0.443 0.373 0.4216
H -0.541664 2.207921 -1.783069 -0.728 0.277 -0.299 0.2428
H -2.210653 -0.095324 0.595869 0.065 0.305 -1.493 0.4161
H -2.142410 -0.742454 -0.931518 -0.231 -0.790 -0.415 0.2397
H -2.954124 0.694806 -0.712258 0.447 -0.481 0.171 0.3195
C 1.344291 -2.542825 1.949804 0.194 -0.294 0.026 -3.1829
C 0.948183 -1.472135 1.075308 -0.192 0.856 -0.897 -0.0899
N 0.651009 -0.633947 0.343521 0.256 -1.133 2.555 1.6093
H 2.210233 -2.203116 2.530774 -0.118 -0.244 0.041 0.5987
H 1.605035 -3.402453 1.318465 0.012 -0.006 0.345 0.5453
H 0.503381 -2.785942 2.611664 0.095 -0.113 0.075 0.6387
```
Forces are in eV/Å.

Values from the calculation:
**ΔE to the lowest compared entry with this formula, charge and spin**: 0.0 kcal/mol
**2S+1**: 2
**Frontier orbital gap (alpha / beta)**: 2.67 / 6.62 eV
**M**: 138.7 g/mol
**Total charge**: -1

***

Computed, not measured: one molecule with the formula C2H3NO2, with wB97M-V/def2-TZVPD.

```
8
Properties=species:S:1:pos:R:3:forces:R:3:mulliken_charge:R:1
N 0.494306 0.293847 1.277087 0.130 0.135 -0.272 -0.5725
C 0.685981 0.644860 0.087121 0.064 -0.024 0.365 0.1775
O -0.157706 0.270119 -0.914575 -0.055 0.008 -0.052 -0.3066
C -1.000727 -0.803943 -0.705917 -0.062 -0.575 0.150 0.1744
O -0.648667 -1.892668 -0.382315 -0.118 0.615 -0.176 -0.4000
H 1.200963 0.692176 1.886239 0.025 0.012 0.010 0.2490
H 1.458203 1.304864 -0.309832 -0.042 -0.090 0.047 0.3514
H -2.032352 -0.509254 -0.937808 0.058 -0.080 -0.073 0.3267
```
Forces are in eV/Å.

Values from the calculation:
**SMILES**: [H]/N=C/OC=O
**ΔE to the lowest compared entry with this formula, charge and spin**: 22.1 kcal/mol
**2S+1**: 1
**Frontier orbital gap**: 11.56 eV
**M**: 73.1 g/mol

***

Computed, not measured: one molecule with the formula C5H13NS in a non-equilibrium geometry, with wB97M-V/def2-TZVPD.

```
20
Properties=species:S:1:pos:R:3:forces:R:3:mulliken_charge:R:1
C -0.445547 -0.705254 -0.086775 -2.010 -0.549 0.808 -0.2269
C -0.887973 0.691304 -0.628854 -0.871 -1.856 2.020 -1.3688
C -2.372088 1.014696 -0.272729 1.273 0.429 -0.842 -0.4175
S -3.259746 0.027301 -1.572684 -1.381 0.482 0.941 -0.2270
C 0.473839 -0.562456 1.109381 -1.442 3.361 0.607 -1.0273
N 1.662968 0.204520 0.848209 2.106 0.139 -1.230 -0.2162
C 2.801309 -0.456542 0.119264 0.133 1.518 1.202 -0.7934
H -0.036365 -1.268872 -0.879944 0.628 -0.903 -0.862 0.3902
H -1.354890 -1.307123 0.320736 1.342 0.950 -0.934 0.3123
H -0.757324 0.701284 -1.690071 0.225 0.560 -0.472 0.4681
H -0.223080 1.331830 -0.122753 0.809 1.377 0.138 0.5394
H -2.700000 0.811794 0.780304 0.385 -0.580 -1.065 0.3427
H -2.450635 2.120212 -0.344184 -0.580 -0.654 -0.553 0.3295
H -2.253740 -0.217244 -2.405959 0.235 0.125 0.082 0.1101
H -0.180503 0.216166 1.673111 1.096 -1.589 0.168 0.3544
H 0.610266 -1.458481 1.674415 0.095 -0.827 0.426 0.4149
H 2.092752 0.712709 1.614949 -0.812 -0.385 0.106 0.2207
H 2.816976 -1.492410 0.392119 0.561 -0.815 0.423 0.2964
H 3.780773 0.102368 0.431990 -1.762 -1.265 -0.786 0.2774
H 2.683013 -0.465795 -0.960533 -0.029 0.484 -0.177 0.2211
```
Forces are in eV/Å.

Values from the calculation:
**SMILES**: CNCCCCS
**ΔE to the lowest compared entry with this formula, charge and spin**: 37.7 kcal/mol
**2S+1**: 1
**Frontier orbital gap**: 9.72 eV
**M**: 119.2 g/mol

***

Computed, not measured: C37H40AsDyNP2 as an isolated structure in a non-equilibrium geometry, with wB97M-V/def2-TZVPD.

```
82
Properties=species:S:1:pos:R:3:forces:R:3:mulliken_charge:R:1
C -2.024542 2.998651 -4.323925 -0.088 0.223 0.498 -0.6411
C -1.695398 1.677054 -4.048496 0.441 -0.442 -0.399 0.1948
C -0.368809 1.237991 -4.364327 0.251 0.356 0.664 -0.2880
C 0.683265 2.218610 -4.468419 -0.665 0.093 0.066 1.1887
C 0.317691 3.590640 -4.528428 0.277 -0.156 0.248 -1.1421
C -1.014455 3.958638 -4.514555 -0.257 0.134 -0.285 -0.2415
C 2.002622 1.745303 -4.417025 0.625 0.352 -0.429 -1.2177
C 2.293128 0.381329 -4.260764 -0.072 -0.697 0.264 1.2153
C 1.163917 -0.514720 -4.169565 0.130 0.212 0.284 -0.0088
C 1.356366 -1.858923 -3.718016 -0.098 0.477 -0.403 -0.0026
C 2.643987 -2.381411 -3.728718 0.359 0.088 0.534 -0.4609
C 3.755263 -1.522173 -3.855085 0.158 -0.322 -0.267 -0.3871
C 3.593238 -0.164556 -4.081726 -0.291 0.288 0.189 -1.1220
H -3.074792 3.295509 -4.309178 0.236 0.096 0.190 0.4050
H 1.120681 4.334452 -4.556240 -0.361 -0.173 -0.118 0.3922
H -1.302202 5.005116 -4.614538 0.124 -0.235 -0.094 0.4049
H 2.827150 2.461501 -4.474126 -0.215 -0.192 -0.001 0.3615
H 2.786785 -3.451692 -3.574761 0.105 0.222 0.172 0.4163
H 4.761196 -1.939349 -3.754058 -0.349 0.122 -0.144 0.3974
H 4.440187 0.532449 -4.084854 -0.230 -0.440 -0.079 0.3906
N -0.089984 -0.076892 -4.373803 -0.751 -0.566 1.270 -0.5122
Dy -0.214655 1.836851 0.261890 -0.915 2.004 -1.081 0.3226
C -2.615872 0.730016 -3.296698 0.355 0.140 -0.560 -1.1841
H -2.382962 -0.312974 -3.574963 -0.173 0.380 0.089 0.3179
H -3.684872 0.934214 -3.497890 0.406 -0.040 0.284 0.6438
C 0.158637 -2.581989 -3.104223 0.227 0.208 -0.796 -1.0718
H -0.767411 -2.235124 -3.588982 0.221 -0.214 0.110 0.4087
H 0.240629 -3.682546 -3.154005 -0.061 0.393 0.127 0.5936
P -2.277058 0.847663 -1.442982 -0.894 -0.075 -1.638 1.3098
P 0.092215 -2.056416 -1.372914 0.667 0.657 -0.881 1.0196
C 1.521668 -2.712030 -0.530088 0.342 -0.172 0.376 -0.9561
H 1.482294 -2.475392 0.541257 -0.036 -0.145 -0.194 0.1082
H 1.558514 -3.802570 -0.680345 -0.065 0.329 0.133 0.4467
H 2.440633 -2.279493 -0.943126 -0.276 -0.015 -0.071 0.3224
C -1.399619 -2.580387 -0.564706 -0.530 -0.234 0.472 -0.6789
H -1.295537 -3.648155 -0.316321 -0.125 0.312 -0.049 0.4905
H -1.571883 -2.009689 0.360073 0.079 -0.233 -0.219 -0.0743
H -2.263832 -2.447327 -1.225987 0.250 -0.058 0.068 0.4140
C -2.682275 2.624981 -1.126255 -0.306 -0.013 0.572 -1.5746
H -3.769895 2.715765 -1.218441 0.197 0.293 0.041 0.4347
H -2.414218 2.938371 -0.082390 -0.443 -0.014 -0.703 0.5172
H -2.203373 3.286116 -1.860462 0.038 -0.166 0.130 0.4388
C -3.778170 -0.001872 -0.824363 -0.077 -0.018 0.478 -1.3715
H -3.614347 -0.326723 0.211663 -0.255 0.007 -0.229 0.1305
H -4.636474 0.683358 -0.867497 0.156 -0.310 -0.010 0.5231
H -3.985642 -0.884509 -1.446910 0.069 0.290 0.184 0.4258
H 1.226814 0.736334 0.422790 2.777 -0.102 -1.217 0.0072
H 0.180863 -0.625546 -1.332420 -0.025 -0.876 -0.096 -0.1532
C -0.127646 3.874761 5.061059 -0.080 -0.200 -0.048 -0.5195
C 0.663754 4.011194 3.918307 0.013 -0.060 -0.291 -0.8727
C 0.839340 2.921966 3.046161 -0.330 -0.025 0.477 -0.5722
C 0.200780 1.706416 3.358509 0.538 -0.599 -0.386 0.4068
C -0.573361 1.555738 4.511184 -0.173 0.582 0.156 -0.0751
C -0.747945 2.654307 5.362614 0.204 -0.085 -0.297 -0.8187
As 0.471500 0.142711 2.128823 -1.450 -0.823 2.356 0.7704
C 2.008680 -0.698641 2.933539 0.401 0.206 -0.115 0.2956
C 3.180984 -0.858771 2.181374 -0.202 -0.197 0.270 -0.4824
C 4.293549 -1.464086 2.770153 -0.106 -0.014 0.235 -0.7098
C 4.238247 -1.862439 4.113615 -0.097 0.074 -0.264 -0.5489
C 3.083298 -1.648420 4.872738 -0.253 0.139 -0.158 -0.6684
C 1.960394 -1.050407 4.286259 0.511 -0.263 -0.103 -0.0634
C -1.005614 -1.012469 2.674163 0.554 -0.188 0.845 0.1776
C -0.742079 -2.359665 2.950773 -0.802 0.080 0.004 -0.4660
C -1.818229 -3.218024 3.206729 0.115 0.094 -0.137 -0.7446
C -3.126042 -2.728597 3.164498 -0.061 -0.006 -0.110 -0.5745
C -3.379842 -1.379665 2.885281 0.222 0.026 0.029 -0.8101
C -2.311800 -0.507448 2.659206 -0.116 -0.497 -0.031 -0.2028
H -0.268135 4.723026 5.731200 0.084 -0.204 -0.213 0.4059
H 1.143242 4.969490 3.695773 -0.155 -0.378 0.123 0.4083
H 1.508896 3.002132 2.169033 -0.253 0.031 0.564 0.5768
H -1.054377 0.598429 4.736705 0.212 0.409 -0.054 0.3246
H -1.360756 2.551900 6.261271 0.233 0.069 -0.282 0.4110
H 3.208859 -0.508263 1.147572 0.027 -0.133 0.243 0.4425
H 5.199662 -1.625666 2.181286 -0.280 0.086 0.251 0.4254
H 5.105976 -2.339330 4.569566 -0.231 0.138 -0.108 0.3886
H 3.041688 -1.947504 5.922734 0.094 0.110 -0.353 0.3989
H 1.059211 -0.863286 4.872349 0.247 -0.122 -0.128 0.3343
H 0.285213 -2.726309 2.976823 -0.297 0.056 0.031 0.3415
H -1.623008 -4.268929 3.432012 -0.157 0.314 -0.049 0.4505
H -3.963978 -3.403073 3.341689 0.236 0.168 -0.004 0.4155
H -4.404255 -1.000121 2.854796 0.308 -0.187 0.076 0.4653
H -2.505672 0.560573 2.497084 0.111 -0.366 -0.005 0.5366
```
Forces are in eV/Å.

Values from the calculation:
**ΔE to the lowest compared entry with this formula, charge and spin**: 0.0 kcal/mol
**2S+1**: 6
**Frontier orbital gap (alpha / beta)**: 6.25 / 3.57 eV
**M**: 798.1 g/mol
**Total charge**: +1